(1)
This record from the OMol25 dataset describes C18H37I2N6OSTc as an isolated structure. The level of theory is ωB97M-V/def2-TZVPD.

Atoms and positions in Å:
Tc  -0.4735  -0.3645  1.6690
I  -1.0682  -1.7786  3.9622
C  -1.9412  -0.0207  4.8061
I  -1.4485  1.5548  3.4519
H  -1.5010  0.1746  5.7782
H  -3.0182  -0.1349  4.8572
N  0.4001  -1.9011  0.4677
C  1.2531  -2.9366  1.1249
C  2.5388  -2.3437  1.6732
C  2.3854  -1.3016  2.7677
N  1.5985  -0.0902  2.3381
H  -0.3597  -2.3698  -0.0245
H  0.9505  -1.4473  -0.2700
H  1.5005  -3.7040  0.3910
H  0.6615  -3.4157  1.9084
H  3.1343  -1.9437  0.8488
H  3.1295  -3.1618  2.0892
H  3.3740  -0.9678  3.0819
H  1.8933  -1.7250  3.6415
H  2.1330  0.3548  1.5803
H  1.6414  0.5732  3.1112
C  -3.8609  -3.2556  -0.6350
C  -4.6228  -2.3526  0.3291
N  -4.4717  -0.9105  0.0523
C  -5.5964  -0.2596  -0.6636
C  -5.5255  -0.4477  -2.1712
C  -3.3725  -0.2592  0.3704
C  -3.2727  1.2017  0.0593
N  -2.3464  -0.8729  0.9849
H  -3.9809  -4.2941  -0.3288
H  -2.7918  -3.0327  -0.6660
H  -4.2438  -3.1601  -1.6483
H  -4.3398  -2.5395  1.3690
H  -5.6865  -2.5700  0.2703
H  -5.6174  0.7945  -0.4056
H  -6.5113  -0.6940  -0.2649
H  -4.5979  -0.0465  -2.5831
H  -6.3576  0.0775  -2.6379
H  -5.6029  -1.4971  -2.4504
H  -4.0523  1.7559  0.5822
H  -3.3965  1.3814  -1.0085
H  -2.3105  1.5868  0.3720
H  -2.5617  -1.8471  1.1660
C  6.9230  3.2505  -1.8717
C  5.9396  2.2195  -2.3163
C  5.9214  1.7024  -3.6227
C  4.9484  0.7595  -3.9466
N  4.0766  0.3152  -3.0552
C  4.1816  0.8525  -1.8305
S  3.0583  0.2793  -0.6517
N  5.0412  1.7981  -1.4330
H  7.7041  3.4090  -2.6112
H  7.3736  2.9491  -0.9274
H  6.4085  4.1972  -1.6998
H  6.6395  2.0326  -4.3604
H  4.8775  0.3418  -4.9436
C  0.3785  2.1818  -1.8664
C  0.3510  1.8569  -0.4239
C  0.7839  2.8925  0.5535
O  -0.0863  0.7469  -0.0645
H  -0.1669  3.1159  -2.0353
H  -0.0276  1.3775  -2.4724
H  1.4118  2.3870  -2.1610
H  1.5255  3.5632  0.1250
H  1.1685  2.4584  1.4747
H  -0.0955  3.5039  0.7941

Output
Frontier orbital gap (spin up / spin down) = 7.1 / 6.2 eV
LUMO (spin up / spin down) = -9.4 / -10.2 eV
Spin multiplicity = 4
DFT total energy = -59465.099 eV
Net charge = +3
Molar mass = 737.41 u

The computed natural (NBO) charges, all in e, follow: atom 1 (Tc): 0.826, atom 2 (I): 0.498, atom 3 (C): -0.676, atom 4 (I): 0.464, atom 5 (H): 0.272, atom 6 (H): 0.266, atom 7 (N): -0.757, atom 8 (C): -0.222, atom 9 (C): -0.453, atom 10 (C): -0.224, atom 11 (N): -0.824, atom 12 (H): 0.417, atom 13 (H): 0.426, atom 14 (H): 0.247, atom 15 (H): 0.197, atom 16 (H): 0.240, atom 17 (H): 0.274, atom 18 (H): 0.244, atom 19 (H): 0.209, atom 20 (H): 0.430, atom 21 (H): 0.417, atom 22 (C): -0.621, atom 23 (C): -0.237, atom 24 (N): -0.325, atom 25 (C): -0.215, atom 26 (C): -0.624, atom 27 (C): 0.565, atom 28 (C): -0.674, atom 29 (N): -0.822, atom 30 (H): 0.255, atom 31 (H): 0.180, atom 32 (H): 0.242, atom 33 (H): 0.201, atom 34 (H): 0.251, atom 35 (H): 0.218, atom 36 (H): 0.234, atom 37 (H): 0.207, atom 38 (H): 0.259, atom 39 (H): 0.225, atom 40 (H): 0.266, atom 41 (H): 0.267, atom 42 (H): 0.211, atom 43 (H): 0.395, atom 44 (C): -0.660, atom 45 (C): 0.273, atom 46 (C): -0.183, atom 47 (C): 0.077, atom 48 (N): -0.410, atom 49 (C): 0.182, atom 50 (S): -0.033, atom 51 (N): -0.430, atom 52 (H): 0.242, atom 53 (H): 0.256, atom 54 (H): 0.253, atom 55 (H): 0.254, atom 56 (H): 0.231, atom 57 (C): -0.739, atom 58 (C): 0.732, atom 59 (C): -0.748, atom 60 (O): -0.641, atom 61 (H): 0.280, atom 62 (H): 0.260, atom 63 (H): 0.286, atom 64 (H): 0.288, atom 65 (H): 0.227, atom 66 (H): 0.274

(2)
This record from the OMol25 dataset describes C28H28BCaN10O4S as an isolated structure. The level of theory is ωB97M-V/def2-TZVPD.

Atoms and positions in Å:
Ca  0.1542  0.0106  -0.0786
N  1.8854  -0.8515  -1.7176
C  2.3699  -2.1658  -1.2525
C  1.2047  -3.0144  -0.7648
O  1.0303  -4.1468  -1.1574
N  0.4074  -2.3862  0.2138
C  -0.8390  -2.8936  0.3958
C  -2.0946  -1.7816  -0.4199
O  -3.1891  -2.0108  0.0057
O  -1.5616  -1.0090  -1.2288
H  1.3561  -0.9923  -2.5746
H  2.6490  -0.2283  -1.9488
H  3.0402  -1.9980  -0.4068
H  2.9020  -2.7310  -2.0161
H  -1.2054  -2.8081  1.4160
H  -1.0541  -3.8474  -0.0887
C  2.0291  3.6244  -2.2894
C  1.2479  2.4691  -2.3253
N  0.8605  2.1055  -1.1106
N  1.3860  3.0354  -0.2552
C  2.0922  3.9463  -0.9507
B  1.0726  2.9235  1.2780
N  -0.4864  2.7360  1.4417
C  -1.3738  3.6174  1.9451
C  -2.6396  3.0846  1.8505
C  -2.4401  1.8391  1.2555
N  -1.1531  1.6347  1.0068
N  1.9132  1.7299  1.9124
C  2.8309  1.8075  2.8914
C  3.2834  0.5384  3.1852
C  2.5677  -0.2843  2.3183
N  1.7568  0.4298  1.5459
N  1.4416  4.1499  2.1075
C  1.2012  4.2469  3.4409
C  1.7227  5.4365  3.8797
C  2.2873  6.0076  2.7219
N  2.1293  5.2320  1.6659
H  2.4721  4.1589  -3.1111
H  0.9352  1.8822  -3.1768
H  2.5638  4.7621  -0.4321
H  -1.0430  4.5685  2.3228
H  -3.5655  3.5344  2.1630
H  -3.1574  1.0777  0.9843
H  3.1071  2.7616  3.3063
H  4.0182  0.2587  3.9196
H  2.5839  -1.3594  2.2119
H  0.6849  3.4523  3.9606
H  1.7016  5.8306  4.8811
H  2.8052  6.9486  2.6166
O  -0.2895  0.8266  3.9747
S  -0.9503  -0.4192  3.4704
C  -2.6567  -0.3476  3.9709
C  -3.5880  -1.1338  3.3076
C  -4.9235  -1.0379  3.6718
C  -5.3083  -0.1509  4.6690
C  -4.3641  0.6485  5.3003
C  -3.0242  0.5592  4.9512
C  -0.3426  -1.7451  4.5065
C  -0.8319  -3.0377  4.3650
C  -0.2843  -4.0556  5.1271
C  0.7499  -3.7799  6.0163
C  1.2306  -2.4863  6.1404
C  0.6891  -1.4543  5.3813
H  -3.2936  -1.7785  2.4870
H  -5.6627  -1.6397  3.1591
H  -6.3528  -0.0717  4.9422
H  -4.6731  1.3508  6.0640
H  -2.2660  1.1839  5.4054
H  -1.6459  -3.2528  3.6827
H  -0.6645  -5.0639  5.0275
H  1.1788  -4.5777  6.6086
H  2.0356  -2.2715  6.8320
H  1.0533  -0.4375  5.4482

Output
Frontier orbital gap (spin up / spin down) = 9.0 / 7.0 eV
LUMO (spin up / spin down) = 0.4 / -2.0 eV
Energy relative to the best compared isomer or geometry (same formula, charge and spin) = 28.4 kJ/mol
Spin multiplicity = 2
DFT total energy = -82536.609 eV
Molar mass = 651.55 u

The computed Löwdin charges, all in e, follow: atom 1 (Ca): 1.333, atom 2 (N): -0.048, atom 3 (C): -0.168, atom 4 (C): -0.486, atom 5 (O): 0.089, atom 6 (N): -0.040, atom 7 (C): -0.115, atom 8 (C): -0.582, atom 9 (O): 0.102, atom 10 (O): -0.095, atom 11 (H): 0.094, atom 12 (H): 0.085, atom 13 (H): 0.115, atom 14 (H): 0.118, atom 15 (H): 0.071, atom 16 (H): 0.116, atom 17 (C): -0.058, atom 18 (C): -0.172, atom 19 (N): -0.053, atom 20 (N): 0.016, atom 21 (C): -0.069, atom 22 (B): -0.586, atom 23 (N): 0.012, atom 24 (C): -0.065, atom 25 (C): -0.041, atom 26 (C): -0.150, atom 27 (N): -0.081, atom 28 (N): 0.014, atom 29 (C): -0.069, atom 30 (C): -0.050, atom 31 (C): -0.164, atom 32 (N): -0.077, atom 33 (N): -0.035, atom 34 (C): -0.129, atom 35 (C): -0.061, atom 36 (C): -0.155, atom 37 (N): 0.071, atom 38 (H): 0.092, atom 39 (H): 0.105, atom 40 (H): 0.095, atom 41 (H): 0.122, atom 42 (H): 0.097, atom 43 (H): 0.115, atom 44 (H): 0.121, atom 45 (H): 0.096, atom 46 (H): 0.107, atom 47 (H): 0.127, atom 48 (H): 0.091, atom 49 (H): 0.099, atom 50 (O): -0.491, atom 51 (S): 0.973, atom 52 (C): -0.378, atom 53 (C): -0.088, atom 54 (C): -0.066, atom 55 (C): -0.077, atom 56 (C): -0.069, atom 57 (C): -0.060, atom 58 (C): -0.356, atom 59 (C): -0.082, atom 60 (C): -0.073, atom 61 (C): -0.081, atom 62 (C): -0.071, atom 63 (C): -0.070, atom 64 (H): 0.087, atom 65 (H): 0.110, atom 66 (H): 0.104, atom 67 (H): 0.106, atom 68 (H): 0.112, atom 69 (H): 0.099, atom 70 (H): 0.107, atom 71 (H): 0.104, atom 72 (H): 0.106, atom 73 (H): 0.103

(3)
This record from the OMol25 dataset describes C19H18BrF5NO7P2Sm as an isolated structure in a non-equilibrium geometry. The level of theory is ωB97M-V/def2-TZVPD.

Atoms and positions in Å:
Sm  -0.1225  -0.0163  0.7744
C  -2.1531  -3.1667  3.3542
C  -1.2441  -2.3023  2.4999
O  -1.9759  -1.4112  1.6259
P  -0.1983  -3.2386  1.3038
O  0.8961  -3.9682  2.1401
O  -1.0252  -4.3888  0.6087
O  0.2621  -2.2625  0.2621
P  0.0510  -1.4533  3.5631
O  -0.8017  -0.5740  4.5634
O  0.7885  -2.5416  4.2704
O  0.8597  -0.5783  2.6011
H  -2.8395  -3.7225  2.7142
H  -2.7341  -2.5266  4.0190
H  -1.5745  -3.8583  3.9687
H  -2.5680  -0.7183  2.1118
H  1.0463  -3.5324  3.0425
H  -1.0412  -5.2164  1.1058
H  -0.4996  -0.6733  5.4767
Br  0.4044  2.9222  0.5061
C  0.0475  3.0591  -1.3724
C  0.0062  4.3290  -1.8506
C  -0.1773  4.5204  -3.2386
C  -0.2756  3.4389  -4.0634
C  -0.2176  2.1156  -3.5518
C  -0.2691  0.9950  -4.4247
C  -0.1808  -0.2675  -3.9222
C  -0.0708  -0.4702  -2.5212
C  -0.0537  0.5562  -1.6083
C  -0.0868  1.8796  -2.1553
H  0.1191  5.1749  -1.1842
H  -0.2218  5.5277  -3.6351
H  -0.3924  3.5751  -5.1346
H  -0.3718  1.1684  -5.4909
H  -0.2031  -1.1219  -4.5918
H  -0.0104  -1.4986  -2.1736
C  3.9520  -0.7387  -2.2492
C  3.6013  0.5962  -2.1203
C  2.9022  0.9905  -0.9950
N  2.5672  0.1562  -0.0053
C  2.9725  -1.1122  -0.1159
C  3.6415  -1.6095  -1.2202
H  4.4644  -1.0925  -3.1365
H  3.8315  1.3208  -2.8914
H  2.5805  2.0162  -0.8841
H  2.7483  -1.7569  0.7239
H  3.9132  -2.6569  -1.2604
F  -2.4421  1.0380  0.6163
C  -2.7034  1.0370  2.0288
F  -1.3200  1.2112  2.4832
C  -3.3148  2.3956  2.2880
F  -2.6628  3.4248  1.7223
F  -3.3403  2.6207  3.6087
F  -4.5634  2.4049  1.8138

Output
Frontier orbital gap (spin up / spin down) = 7.9 / 8.2 eV
LUMO (spin up / spin down) = -0.1 / 0.2 eV
Energy relative to the best compared isomer or geometry (same formula, charge and spin) = 0.0 kJ/mol
Spin multiplicity = 6
DFT total energy = -155936.306 eV
Molar mass = 759.56 u

The computed Löwdin charges, all in e, follow: atom 1 (Sm): 1.605, atom 2 (C): -0.049, atom 3 (C): -0.562, atom 4 (O): -0.215, atom 5 (P): 0.481, atom 6 (O): -0.108, atom 7 (O): -0.062, atom 8 (O): -0.367, atom 9 (P): 0.357, atom 10 (O): -0.087, atom 11 (O): -0.269, atom 12 (O): -0.425, atom 13 (H): 0.090, atom 14 (H): 0.094, atom 15 (H): 0.093, atom 16 (H): 0.071, atom 17 (H): 0.046, atom 18 (H): 0.104, atom 19 (H): 0.106, atom 20 (Br): 0.890, atom 21 (C): -0.551, atom 22 (C): -0.134, atom 23 (C): -0.079, atom 24 (C): -0.037, atom 25 (C): -0.166, atom 26 (C): -0.047, atom 27 (C): -0.081, atom 28 (C): -0.141, atom 29 (C): -0.249, atom 30 (C): -0.243, atom 31 (H): 0.099, atom 32 (H): 0.104, atom 33 (H): 0.112, atom 34 (H): 0.108, atom 35 (H): 0.101, atom 36 (H): 0.076, atom 37 (C): -0.056, atom 38 (C): -0.044, atom 39 (C): -0.163, atom 40 (N): 0.003, atom 41 (C): -0.154, atom 42 (C): -0.048, atom 43 (H): 0.111, atom 44 (H): 0.112, atom 45 (H): 0.070, atom 46 (H): 0.099, atom 47 (H): 0.110, atom 48 (F): -0.112, atom 49 (C): -0.178, atom 50 (F): -0.198, atom 51 (C): -0.630, atom 52 (F): 0.117, atom 53 (F): 0.145, atom 54 (F): 0.151

(4)
This record from the OMol25 dataset describes one molecule with the formula H3NP2S in a non-equilibrium geometry. The level of theory is ωB97M-V/def2-TZVPD.

Atoms and positions in Å:
N  0.8070  -0.3151  0.0556
P  1.5746  1.1397  0.2184
P  -0.8969  -0.5299  0.4914
S  -2.2561  0.7110  -0.2114
H  1.4040  -1.0765  0.0083
H  0.2930  1.7403  -0.0663
H  -0.9256  -1.6695  -0.4961

Output
Frontier orbital gap (spin up / spin down) = 7.8 / 7.2 eV
LUMO (spin up / spin down) = 0.5 / -2.5 eV
Energy relative to the best compared isomer or geometry (same formula, charge and spin) = 6.2 kJ/mol
Spin multiplicity = 3
DFT total energy = -30949.282 eV
Molar mass = 111.05 u

The computed natural (NBO) charges, all in e, follow: atom 1 (N): -1.232, atom 2 (P): 0.471, atom 3 (P): 0.729, atom 4 (S): -0.281, atom 5 (H): 0.402, atom 6 (H): -0.080, atom 7 (H): -0.008